Record 1
105
Properties=species:S:1:pos:R:3:mulliken_spin:R:1 method="wB97M-V/def2-TZVPD" s_squared=3.75 lumo_energy_ev="-5.038 / -5.033" total_charge=+2 spin_multiplicity=4 homo_energy_ha="-0.4528 / -0.4529"
Er 0.0708 0.8910 0.0215 3.02
C 5.0127 4.6837 -1.1838 0.00
S 4.8757 2.8842 -1.1835 0.00
C 3.1808 2.5845 -0.9148 0.00
S 2.7794 0.9135 -0.9653 -0.01
N 2.3829 3.5894 -0.7322 0.00
N 1.0556 3.2700 -0.4991 0.00
C 0.3557 4.3264 -0.4107 0.00
C -1.0803 4.2877 -0.1434 0.00
C -1.7914 5.4766 -0.1126 0.00
C -3.1473 5.4443 0.1630 0.00
C -3.7362 4.2171 0.4093 0.00
C -2.9469 3.0808 0.3578 0.00
N -1.6426 3.0935 0.0777 0.00
H 5.9813 4.9272 -0.7533 0.00
H 4.2144 5.1031 -0.5806 0.00
H 4.9553 5.0580 -2.2020 0.00
H 0.8396 5.2892 -0.5441 0.00
H -1.2756 6.4110 -0.2985 0.00
H -3.7280 6.3578 0.1920 0.00
H -4.7895 4.1318 0.6406 0.00
H -3.3852 2.1157 0.5574 0.00
N -3.1887 -0.5398 1.5519 0.00
C -3.3693 -0.4457 0.1797 0.00
C -4.4867 -1.1225 -0.3302 0.00
C -4.7887 -1.0242 -1.6640 0.00
C -3.9835 -0.2288 -2.4752 0.00
C -2.8981 0.3791 -1.8991 0.00
N -2.5449 0.2616 -0.5974 0.00
C -2.4882 0.2322 2.4712 0.00
C -2.9379 0.1676 3.7967 0.00
C -2.3680 0.9798 4.7454 0.00
C -1.3708 1.8708 4.3570 0.00
C -0.9688 1.8432 3.0503 0.00
N -1.4733 1.0118 2.1084 0.00
H -3.8925 -1.1074 1.9911 0.00
H -5.1144 -1.7016 0.3384 0.00
H -5.6538 -1.5368 -2.0671 0.00
H -4.1950 -0.0857 -3.5267 0.00
H -2.2628 1.0034 -2.5019 0.00
H -3.7515 -0.5002 4.0552 0.00
H -2.7154 0.9462 5.7706 0.00
H -0.9184 2.5607 5.0562 0.00
H -0.1924 2.5131 2.7122 0.00
Se 1.5453 -2.6255 -7.3554 0.00
N 0.8577 -1.0735 -6.8540 0.00
C 0.9135 -1.0579 -5.5502 0.00
C 0.4538 0.0701 -4.7411 0.00
C 0.0216 1.2581 -5.3250 0.00
C -0.3585 2.3001 -4.5115 0.00
C -0.3200 2.1081 -3.1393 0.00
N 0.0663 0.9729 -2.5652 0.00
C 0.4757 -0.0380 -3.3511 0.00
C 1.0456 -1.2318 -2.6997 0.00
N 1.0977 -1.2344 -1.3612 0.00
C 1.7685 -2.2044 -0.7566 0.00
C 2.3902 -3.2427 -1.4360 0.00
C 2.2761 -3.2893 -2.8063 0.00
C 1.5929 -2.2665 -3.4585 0.00
C 1.4739 -2.2186 -4.9152 0.00
N 1.8722 -3.1781 -5.7042 0.00
H 0.0126 1.3402 -6.4057 0.00
H -0.6809 3.2497 -4.9169 0.00
H -0.6273 2.9032 -2.4724 0.00
H 1.8068 -2.1522 0.3241 0.00
H 2.9436 -3.9951 -0.8901 0.00
H 2.7135 -4.0877 -3.3937 0.00
C 2.5749 0.1374 4.7626 0.00
O 1.7414 0.1353 3.5873 0.00
P 2.1592 0.3788 2.0559 0.00
O 1.7888 1.9546 1.8497 0.00
C 2.4764 3.0096 2.5536 0.00
O 3.7436 0.4097 2.1582 0.00
C 4.6537 -0.4860 1.4892 0.00
H 2.0724 0.7354 5.5191 0.00
H 3.5560 0.5543 4.5560 0.00
H 2.6772 -0.8841 5.1216 0.00
H 2.2848 2.9265 3.6237 0.00
H 2.0851 3.9494 2.1738 0.00
H 3.5416 2.9503 2.3508 0.00
H 4.6027 -1.4755 1.9440 0.00
H 5.6465 -0.0744 1.6314 0.00
H 4.4295 -0.5310 0.4253 0.00
C 0.3167 -5.8350 1.3552 0.00
C -0.8639 -5.0199 1.8711 0.00
N -1.1496 -3.8204 1.0710 0.00
C -1.9740 -4.0044 -0.1263 0.00
C -1.2239 -4.1596 -1.4448 0.00
C -0.6483 -2.6011 1.3915 0.00
C -0.0005 -2.4466 2.7388 0.00
N -0.7487 -1.5515 0.6328 -0.01
H 0.5648 -6.6258 2.0656 0.00
H 1.1978 -5.1995 1.2288 0.00
H 0.0937 -6.3082 0.3977 0.00
H -0.6872 -4.7309 2.9018 0.00
H -1.7660 -5.6305 1.8741 0.00
H -2.6759 -3.1695 -0.1955 0.00
H -2.5768 -4.8936 0.0495 0.00
H -0.6227 -3.2805 -1.6765 0.00
H -1.9423 -4.3011 -2.2556 0.00
H -0.5611 -5.0250 -1.4264 0.00
H 0.2781 -1.4124 2.8867 0.00
H 0.8901 -3.0730 2.8408 0.00
H -0.6955 -2.7330 3.5304 0.00
H -1.1975 -1.7888 -0.2455 0.00



Record 2
8
Properties=species:S:1:pos:R:3:nbo_charge:R:1 method="wB97M-V/def2-TZVPD" smiles=N#CC(O)O lumo_energy_ev=0.302 homo_energy_ha=-0.4319 de_lowest_ev=1.662
N 1.1055 -1.6879 -1.3675 -0.28
C 0.6435 -0.9739 -0.6066 0.20
C -0.2235 -0.1065 0.2258 0.28
O -0.3930 1.2112 -0.3097 -0.69
O 0.3601 0.1940 1.4764 -0.67
H -1.1503 -0.6540 0.2080 0.19
H -1.2687 1.0566 -0.8323 0.48
H 0.9263 0.9604 1.2059 0.49



Record 3
53
Properties=species:S:1:pos:R:3:mulliken_spin:R:1 method="wB97M-V/def2-TZVPD" s_squared=15.77 lumo_energy_ev="0.301 / 0.200" spin_multiplicity=8 homo_energy_ha="-0.1425 / -0.2364" de_lowest_ev=6.404
P -0.1976 -2.2771 1.5978 0.55
P -0.4553 2.1667 1.3394 0.05
C -1.1080 -0.7191 1.0977 0.09
C -0.3925 0.4494 0.3862 -0.14
H -1.6288 -0.3656 1.9974 0.11
H -1.8333 -1.1245 0.3922 -0.04
H 0.6056 0.2322 -0.0424 0.38
H -0.8746 0.6472 -0.5843 -0.08
C -2.1031 2.5826 0.7168 0.00
H -2.7238 2.7173 1.6089 -0.01
H -2.5367 1.7768 0.1062 0.00
H -2.0501 3.5114 0.1465 0.00
C 0.7377 3.3948 0.6506 0.04
H 0.3465 3.8485 -0.2709 0.01
H 1.7610 3.0119 0.4665 0.02
H 0.8299 4.1881 1.4148 0.01
C -1.1757 -3.5783 0.8375 0.16
H -1.1772 -4.5416 1.3614 -0.01
H -0.7421 -3.7345 -0.1465 0.03
H -2.2113 -3.2688 0.6780 0.00
C 1.5692 -2.4676 1.1526 -0.03
H 2.0878 -1.5765 0.7103 0.21
H 1.4895 -3.2441 0.3792 -0.01
H 2.1330 -2.8258 2.0337 0.02
Eu 1.6348 0.4162 1.8137 5.59
C 0.8719 1.6534 -2.1863 -0.03
C -0.4803 1.7465 -2.1336 0.02
C -1.4343 0.8280 -2.8706 0.00
C -0.9575 -0.6317 -3.0986 0.01
C -0.2354 -1.2708 -1.9432 -0.02
C 1.0923 -1.1188 -1.7611 0.05
C 2.0054 -0.5362 -2.7857 0.03
C 1.5870 0.8720 -3.2530 -0.01
C 0.1275 -2.0707 3.3622 0.11
H 1.4865 2.2960 -1.5559 0.01
H -0.9500 2.6032 -1.6743 0.01
H -1.6375 1.2409 -3.8762 0.00
H -2.4228 0.7971 -2.3797 0.00
H -1.8472 -1.2388 -3.3536 0.00
H -0.3006 -0.6727 -3.9839 0.00
H -0.7924 -2.0388 -1.4024 0.01
H 1.6329 -1.6528 -0.9699 -0.07
H 2.0471 -1.1994 -3.6647 -0.01
H 3.0303 -0.4725 -2.3907 -0.01
H 2.4931 1.4124 -3.5818 -0.01
H 0.9008 0.7969 -4.1188 0.01
H 0.6614 -1.1130 3.5386 -0.04
H 0.7753 -2.8921 3.7300 0.01
H -0.8545 -2.0733 3.8675 -0.01
F -0.8335 0.8106 4.6432 0.00
C 0.4305 1.2569 4.2815 0.00
F 0.3659 2.6207 4.4178 -0.01
F 1.2530 0.8273 5.3000 0.00



Per-record total energy, a.u.: -6950.54626; -283.19694; -2320.38672
Per-record max |F|, eV/A: 0.834; 4.451; 3.035